Density functional theory data (wB97M-V/def2-TZVPD) for C29H24Cl3HfN4O5S4 as an isolated structure.

## Properties
Highest occupied orbital energy   -4.4 eV
Strongest force on any atom   0.697 eV Å⁻¹
Frontier orbital gap   6.283 eV
Total charge   -1

Structure (XYZ):
```
70
Properties=species:S:1:pos:R:3:lowdin_charge:R:1
H 3.750 -1.542 -1.320 0.11
C -5.346 -1.833 -7.075 -0.11
C -2.182 1.609 2.047 -0.21
C -4.748 -2.116 -5.854 -0.08
C 1.689 -1.764 -1.816 -0.40
N -4.377 4.280 3.430 -0.36
H 1.738 -1.935 4.936 0.07
O -2.036 -0.359 0.745 -0.37
S -0.411 -0.002 3.029 0.97
C 3.894 1.964 1.563 -1.60
H -5.933 -0.279 -8.434 0.09
C -2.046 0.110 2.034 -0.57
H -5.059 1.537 -7.017 0.11
C 0.226 -1.609 3.417 -0.65
H -0.681 4.339 0.688 0.12
H -5.730 -2.635 -7.693 0.09
C -5.458 -0.515 -7.490 -0.10
H -3.915 1.667 3.308 0.13
S 0.023 -2.626 0.848 0.63
H -2.394 -3.196 -3.340 0.10
O -5.165 3.581 4.047 0.05
C -4.967 0.507 -6.690 -0.06
H -3.816 -1.309 -4.091 0.07
H 1.064 -4.648 2.281 0.05
C -3.197 2.239 2.738 0.05
O 1.371 -0.557 -1.406 -0.28
C -3.296 3.622 2.693 -0.16
C 2.361 -4.383 -2.570 -0.10
C 3.010 -2.223 -1.722 -0.02
C -3.788 1.363 -4.649 -0.44
C 0.469 -2.598 2.540 -0.77
C -1.386 3.773 1.280 0.01
C -4.358 0.231 -5.470 -0.28
Hf -0.226 -0.128 -0.137 1.42
H 2.614 -5.401 -2.831 0.09
C 0.701 -2.625 -2.361 -0.15
C 1.146 -3.857 3.023 -0.15
H -2.765 -0.404 2.673 0.11
C -1.476 -2.749 -3.725 -0.01
C -4.262 -1.094 -5.054 -0.06
S -1.112 1.600 -2.132 0.59
H 0.488 -0.780 5.393 0.05
S -4.052 1.248 -2.859 0.87
Cl 3.059 3.499 1.773 0.65
H 0.314 -4.600 -3.101 0.10
H -1.784 -1.956 -4.407 0.08
H -2.708 1.436 -4.799 0.08
H -0.906 -3.487 -4.278 0.07
C -2.407 4.399 1.966 0.00
Cl 4.815 1.544 3.020 0.61
H -2.528 5.472 1.940 0.11
C 3.333 -3.514 -2.078 -0.09
C -0.680 -2.158 -2.594 -0.24
H -4.665 -3.142 -5.518 0.10
O -4.421 5.501 3.424 0.04
C -1.239 2.379 1.319 -0.38
H 0.722 -4.215 3.964 0.07
H 4.355 -3.856 -1.964 0.10
C 1.069 -3.924 -2.722 -0.05
H 0.140 -2.504 5.398 0.07
N 2.081 0.129 1.168 0.19
C -2.457 0.556 -2.394 -1.10
Cl 4.969 2.021 0.159 0.62
N -2.448 -0.731 -2.320 -0.06
C 2.892 0.917 1.342 -0.33
C 0.670 -1.712 4.859 -0.15
O -0.234 1.812 0.680 -0.33
H 2.211 -3.673 3.197 0.08
H -4.209 2.308 -4.994 0.07
N -1.173 -1.181 -1.914 -0.12
```